This record from the OMol25 dataset describes a single C7H13N3 molecule in a non-equilibrium geometry. The level of theory is ωB97M-V/def2-TZVPD.

gap between HOMO and LUMO	10.094	eV
ΔE to the lowest compared entry with this formula, charge and spin	451.9	kJ/mol

```
! wB97M-V def2-TZVPD RIJCOSX def2/J DEFGRID3
* xyz 0 1
N 2.92304 0.64711 0.23953
N 3.57952 -1.50510 -0.69539
N 3.15080 -0.54709 -0.14805
C 0.46830 0.74693 0.70757
C -0.85096 1.38085 0.10720
C -1.95985 -1.10227 -0.33990
C 1.60049 1.34808 -0.13406
C -0.93883 -1.52552 0.63377
C 0.42047 -0.93256 0.54930
C -1.56091 0.26451 -0.88540
H -0.67591 2.28320 -0.68930
H -2.98659 -0.91578 -0.05452
H 1.06849 -0.99307 -0.31552
H -1.55086 2.08478 0.83673
H 1.54420 1.12563 -1.18841
H -0.96544 0.17437 -1.73845
H -1.30349 -1.29326 1.63767
H 1.68164 2.44156 0.24316
H 0.75806 1.02935 1.77655
H -2.36033 0.97526 -1.43779
H -2.09717 -1.73478 -1.30581
H 0.99263 -1.34802 1.42719
H -0.93729 -2.60418 0.77392
*
```



This record from the OMol25 dataset describes a single C5H9N molecule. The level of theory is ωB97M-V/def2-TZVPD.

gap between HOMO and LUMO	8.108	eV
ΔE to the lowest compared entry with this formula, charge and spin	230.7	kJ/mol

```
! wB97M-V def2-TZVPD RIJCOSX def2/J DEFGRID3
* xyz 0 1
N 0.67553 0.33112 -0.78114
C 0.74499 -0.55127 0.12620
C 0.47253 1.65777 -2.82155
C 0.62670 1.37952 -1.38310
C -0.45593 -1.05942 0.86491
C -0.42497 -0.62832 2.33448
H 0.79847 2.67379 -3.04229
H -1.27538 -1.03508 2.87648
H 1.72166 -0.92622 0.39490
H -0.45533 0.45822 2.40413
H -0.58597 1.57763 -3.07298
H -0.48893 -2.15166 0.81103
H 0.48732 -0.97334 2.81442
H -1.36044 -0.67116 0.39058
H 1.02913 0.95700 -3.44629
*
```



This record from the OMol25 dataset describes a gas-phase ion, C3H6NO2 (charge -1) in a non-equilibrium geometry. The level of theory is ωB97M-V/def2-TZVPD.

gap between HOMO and LUMO	7.284	eV
SMILES	O=CCNC[O-]
ΔE to the lowest compared entry with this formula, charge and spin	291.6	kJ/mol

```
! wB97M-V def2-TZVPD RIJCOSX def2/J DEFGRID3
* xyz -1 1
O 1.34071 -1.30960 0.69995
O -2.79710 -0.01127 0.40654
N 0.29161 0.31710 -0.84174
C 1.57659 -0.44015 -0.22777
C -1.59099 -0.21396 0.40731
C -0.53964 0.81460 0.32220
H -0.98694 1.77330 0.04578
H -0.36797 -0.00601 -1.54283
H -1.24627 -1.25573 0.59020
H 0.13280 0.64758 1.16893
H 2.06894 0.51787 0.08755
H 2.11827 -0.83374 -1.11610
*
```



This record from the OMol25 dataset describes a molecular structure, C34H33Cl5N2O4Ti in a non-equilibrium geometry. The level of theory is ωB97M-V/def2-TZVPD.

gap between HOMO and LUMO (alpha / beta)	4.887 / 7.843	eV
ΔE to the lowest compared entry with this formula, charge and spin	169.2	kJ/mol

```
! wB97M-V def2-TZVPD RIJCOSX def2/J DEFGRID3
* xyz 0 3
Ti -0.30836 0.30173 -0.04766
Cl -0.17746 5.15223 -4.84186
Cl -1.24346 4.54123 -1.98956
Cl 1.49734 3.02213 -6.37156
Cl 1.50674 -0.02037 -1.89776
Cl 2.30084 0.36813 -4.90756
O 3.17474 -5.03697 -0.21116
O -1.25436 -0.58577 -1.34376
O 0.37124 -1.25707 0.53614
O -0.37676 1.92853 -0.93146
N 2.63014 0.26493 2.72924
N 1.13224 1.11003 1.28224
C 0.26494 -3.87077 -2.01276
C -1.45246 1.68203 4.04974
C -1.85366 1.13253 2.70334
C 4.07874 -4.59607 0.76964
C 1.30924 0.45813 2.42954
C 1.34704 1.54653 -4.11096
C -2.26336 2.04123 1.71164
C 1.74324 -3.11177 0.20634
C -2.09376 3.52073 1.93514
C -3.14296 0.19713 0.40184
C -1.91326 -0.24667 2.45054
C 1.30954 -4.64797 -1.58766
C 2.09704 -4.24947 -0.49866
C 2.86064 2.14573 -0.25176
C 0.05244 2.19913 -2.11606
C -2.94416 1.57743 0.57944
C 0.98724 2.72193 -4.75896
C -1.00556 -1.72507 -1.90976
C 0.66924 -2.31217 -0.19136
C 0.20574 3.66413 -4.07886
C 5.14064 1.56353 0.34784
C 4.22754 2.20843 -0.47786
C -3.61056 2.52253 -0.38586
C -2.52096 -0.71457 1.27184
C 4.72594 0.87213 1.47644
C 3.36104 0.81943 1.71324
C -0.05796 -2.64097 -1.38816
C -1.42486 -1.29047 3.42744
C 0.92374 1.31363 -2.81066
C 2.41294 1.39013 0.83134
C -2.61546 -2.20437 1.04344
C -0.26236 3.39203 -2.79886
C -1.75156 -2.00477 -3.19306
C -4.11926 -0.25867 -0.65116
H -2.05676 -1.05637 -3.63156
H -0.65796 -1.90417 2.95124
H -1.85416 4.02413 1.00244
H 4.42004 -3.57397 0.57744
H -4.69156 2.50783 -0.23046
H 2.17094 2.69163 -0.87536
H -3.27696 3.54483 -0.25836
H 3.64334 -4.64567 1.77324
H -2.92176 -2.43527 0.02764
H -1.64356 -2.67277 1.19854
H -3.32356 -2.66217 1.73784
H -4.47726 -1.26387 -0.45126
H -2.24536 -1.94857 3.71344
H -3.01316 3.95373 2.33504
H 0.53304 0.15313 3.09314
H -1.52446 0.93323 4.83144
H 4.59154 2.77853 -1.32056
H 5.43244 0.41093 2.15104
H -1.00366 -0.87117 4.33554
H -3.40766 2.22433 -1.41356
H 4.93184 -5.27067 0.71974
H 1.55414 -5.57457 -2.08026
H -2.64136 -2.60517 -3.00096
H 2.98884 -0.17897 3.55644
H 6.19254 1.62063 0.11354
H -3.66386 -0.23357 -1.64066
H -4.98296 0.40343 -0.65366
H -0.43826 2.07973 4.03714
H -1.12586 -2.53067 -3.90536
H -0.31006 -4.19417 -2.86496
H -1.28296 3.72943 2.62394
H 2.27814 -2.80397 1.09234
H -2.13156 2.48673 4.32424
*
```



This record from the OMol25 dataset describes 2 unconnected molecules or ions with the total composition C4H12S in a non-equilibrium geometry. The level of theory is ωB97M-V/def2-TZVPD.

gap between HOMO and LUMO	9.795	eV
SMILES	CCS.CC
ΔE to the lowest compared entry with this formula, charge and spin	48.3	kJ/mol

```
! wB97M-V def2-TZVPD RIJCOSX def2/J DEFGRID3
* xyz 0 1
S 2.02621 0.12749 0.02460
C -3.00926 -1.27041 0.95647
C 1.01802 1.16523 -1.09036
C -2.96548 -1.02042 2.45270
C 1.56457 1.05986 -2.51824
H 1.13919 -0.39808 0.86755
H 1.13581 2.18490 -0.73030
H -2.41885 -1.81860 2.94233
H -2.50600 -0.06654 2.69922
H 2.33720 0.29172 -2.58540
H 1.97215 1.99183 -2.90782
H -3.97449 -1.03224 2.87136
H -2.06428 -0.99804 0.45175
H -3.88176 -0.94199 0.39718
H -2.84610 -2.33219 0.69791
H -0.03604 0.91316 -0.98383
H 0.75205 0.80827 -3.20560
*
```



This record from the OMol25 dataset describes a single C2H4N2O2 molecule in a non-equilibrium geometry. The level of theory is ωB97M-V/def2-TZVPD.

gap between HOMO and LUMO	10.701	eV
SMILES	O=[N+]([O-])N1CC1
ΔE to the lowest compared entry with this formula, charge and spin	643.7	kJ/mol

```
! wB97M-V def2-TZVPD RIJCOSX def2/J DEFGRID3
* xyz 0 1
O -1.99685 -1.05329 0.26486
O -1.99794 1.15901 0.17243
N -0.26597 0.00303 -0.55265
N -1.51287 0.02598 -0.05086
C 0.80967 -0.73708 0.05907
C 0.80621 0.76376 -0.02199
H 1.53724 0.90052 -0.72884
H 0.52158 1.41177 0.76540
H 1.52810 -1.06380 -0.72551
H 0.57083 -1.40991 0.81808
*
```